{"formula": "C2HF3", "method": "wB97M-V/def2-TZVPD", "elements": ["F", "F", "F", "C", "C", "H"], "coordinates": [[1.74, -0.28, -0.03], [0.56, 1.58, 0.00], [-1.62, 0.39, -0.03], [-0.58, -0.51, 0.01], [0.52, 0.33, -0.01], [-0.62, -1.50, 0.06]], "orbital_gap_ev": 10.5, "e_above_lowest_kcal_mol": 18.3, "total_energy_ha": -376.3316, "e_lumo_ha": 0.0351}



{"formula": "C3H7N3S", "method": "wB97M-V/def2-TZVPD", "elements": ["S", "N", "N", "N", "C", "C", "C", "H", "H", "H", "H", "H", "H", "H"], "coordinates": [[-1.13, 0.14, 1.59], [-0.97, 1.01, -1.75], [1.56, -1.22, 0.79], [0.57, -0.82, -1.28], [0.00, 0.19, -2.04], [0.95, -0.45, 0.03], [0.46, 0.86, 0.71], [-1.45, 1.40, 1.64], [1.27, 1.12, 1.51], [0.14, 1.64, -0.02], [0.27, 0.36, -3.06], [0.96, -1.64, -1.82], [1.59, -2.37, 0.56], [-1.28, 0.91, -0.76]], "orbital_gap_ev": 10.0, "e_above_lowest_kcal_mol": 64.5, "total_energy_ha": -680.8794, "e_lumo_ha": 0.0231}



{"formula": "C4H4N2O", "method": "wB97M-V/def2-TZVPD", "elements": ["O", "N", "N", "C", "C", "C", "C", "H", "H", "H", "H"], "coordinates": [[0.70, 1.35, 0.69], [1.79, -0.26, -0.61], [-0.61, 1.71, 0.36], [1.03, 0.05, 0.34], [-1.30, 0.72, -0.10], [0.13, -1.02, 0.78], [-0.90, -0.69, -0.03], [-2.30, 0.97, -0.43], [2.15, 0.56, -1.09], [0.47, -2.04, 0.93], [-1.16, -1.36, -0.84]], "orbital_gap_ev": 8.9, "e_above_lowest_kcal_mol": 106.8, "total_energy_ha": -339.4115, "e_lumo_ha": -0.0186}



{"formula": "C6H5N", "method": "wB97M-V/def2-TZVPD", "elements": ["N", "C", "C", "C", "C", "C", "C", "H", "H", "H", "H", "H"], "coordinates": [[0.33, 0.77, 2.60], [0.44, -1.17, 0.98], [0.43, -1.26, -0.34], [-1.38, 1.99, -0.51], [0.15, -0.08, -1.18], [0.38, 0.01, 1.76], [-0.72, 0.97, -0.67], [1.15, 0.47, -1.37], [0.64, -2.04, 1.73], [-1.76, 2.87, -0.20], [-0.35, -0.37, -2.03], [0.70, -2.17, -0.78]], "orbital_gap_ev": 10.5, "e_above_lowest_kcal_mol": 54.5, "total_energy_ha": -286.2563, "e_lumo_ha": 0.0173}



{"formula": "C63H138F15N7O14", "method": "wB97M-V/def2-TZVPD", "elements": ["F", "F", "F", "F", "F", "F", "F", "F", "F", "F", "F", "F", "F", "F", "F", "O", "O", "O", "O", "O", "O", "O", "O", "O", "O", "O", "O", "O", "O", "N", "N", "N", "N", "N", "N", "N", "C", "C", "C", "C", "C", "C", "C", "C", "C", "C", "C", "C", "C", "C", "C", "C", "C", "C", "C", "C", "C", "C", "C", "C", "C", "C", "C", "C", "C", "C", "C", "C", "C", "C", "C", "C", "C", "C", "C", "C", "C", "C", "C", "C", "C", "C", "C", "C", "C", "C", "C", "C", "C", "C", "C", "C", "C", "C", "C", "C", "C", "C", "C", "H", "H", "H", "H", "H", "H", "H", "H", "H", "H", "H", "H", "H", "H", "H", "H", "H", "H", "H", "H", "H", "H", "H", "H", "H", "H", "H", "H", "H", "H", "H", "H", "H", "H", "H", "H", "H", "H", "H", "H", "H", "H", "H", "H", "H", "H", "H", "H", "H", "H", "H", "H", "H", "H", "H", "H", "H", "H", "H", "H", "H", "H", "H", "H", "H", "H", "H", "H", "H", "H", "H", "H", "H", "H", "H", "H", "H", "H", "H", "H", "H", "H", "H", "H", "H", "H", "H", "H", "H", "H", "H", "H", "H", "H", "H", "H", "H", "H", "H", "H", "H", "H", "H", "H", "H", "H", "H", "H", "H", "H", "H", "H", "H", "H", "H", "H", "H", "H", "H", "H", "H", "H", "H", "H", "H", "H", "H", "H", "H", "H", "H", "H", "H", "H", "H", "H", "H", "H"], "coordinates": [[-2.16, -5.28, -2.54], [-3.60, 2.49, -3.39], [-2.21, -1.48, 5.79], [3.32, 5.46, -0.42], [2.92, 4.46, -2.25], [-2.39, 0.85, -2.81], [-3.30, 0.17, 5.08], [4.87, -5.23, 1.79], [-3.94, -1.79, 4.44], [-1.05, -7.17, -2.53], [4.52, 5.85, -2.14], [-0.13, -5.32, -1.77], [-2.06, 1.85, -4.72], [5.56, -3.26, 2.29], [4.92, -3.79, 0.29], [-1.49, 2.98, -1.42], [-1.03, 0.28, 3.68], [0.86, 0.62, -0.36], [4.24, 2.64, -0.46], [-2.11, 5.14, 1.45], [-0.89, -6.97, 0.25], [-2.17, -5.08, 0.06], [3.23, -3.21, 3.29], [-1.51, 4.16, -3.37], [-0.77, 8.34, -0.14], [2.89, -2.59, 1.01], [-1.04, -2.01, 3.20], [5.90, 4.17, -0.12], [-4.17, -5.80, 5.78], [3.67, -0.73, -3.03], [4.56, 2.17, 3.69], [-0.73, 5.90, -0.80], [-3.68, 3.49, 0.05], [-5.72, -3.25, -3.88], [-1.92, -4.88, 2.86], [0.35, -2.69, 0.81], [4.15, 0.70, -3.35], [-4.72, -1.77, -7.23], [-1.26, -6.03, -1.84], [3.54, 3.02, 3.07], [-0.99, 4.55, -4.65], [2.52, -3.28, 5.48], [0.26, 0.15, 5.85], [1.49, 5.88, 4.57], [0.96, 6.78, -2.28], [2.04, -3.34, 4.03], [0.41, -8.84, 1.02], [3.24, -3.55, 1.96], [-4.98, -2.58, -2.79], [-2.62, 5.85, 2.58], [-0.01, -2.08, -5.38], [-1.32, 2.88, -2.75], [4.93, 3.63, -1.07], [-4.22, -5.54, 7.20], [-3.74, -6.55, 3.18], [5.59, 1.69, 2.65], [1.99, 4.90, 3.56], [1.27, 1.87, 0.14], [2.83, 3.79, 4.11], [-6.96, -4.76, -2.54], [4.70, -3.94, 1.59], [-2.84, -1.04, 4.67], [6.33, 6.50, 0.54], [1.81, -2.48, -3.61], [3.96, -0.08, 3.07], [-1.70, 5.83, -5.10], [-5.18, -3.10, -7.89], [3.91, 0.91, 4.25], [-3.15, -5.18, 3.60], [6.74, 5.40, -0.31], [-0.94, -8.43, 0.39], [3.98, 4.84, -1.45], [0.32, -2.42, -3.97], [-5.15, -4.55, -4.19], [-1.85, -6.34, -0.52], [-5.81, -2.19, -5.06], [5.31, 2.86, 4.81], [0.13, -1.57, -0.15], [-4.43, -1.96, -5.73], [-3.32, 1.63, 1.69], [5.32, 0.18, 2.35], [0.60, 6.52, -0.83], [2.21, -0.99, -3.44], [4.69, -1.60, -3.91], [0.72, -0.37, 0.58], [-1.06, 9.38, 0.84], [-1.85, -0.99, 3.40], [-1.99, 3.76, 1.74], [0.28, 0.07, 4.30], [-2.35, 2.03, -3.42], [-3.05, -5.09, 5.15], [-6.01, -5.62, -3.43], [3.91, -1.04, -1.59], [-7.11, -3.53, -3.39], [-3.38, 3.14, 1.48], [-1.28, -1.24, -0.67], [4.33, 0.68, -4.87], [4.52, -0.87, -5.28], [0.49, 7.78, -0.01], [0.96, 6.71, 4.07], [7.21, 7.09, 0.82], [4.49, 0.63, 5.12], [1.22, -8.45, 0.40], [3.83, -1.11, 3.39], [-4.59, 3.07, -0.22], [-2.09, -5.14, 1.08], [6.68, 5.64, -1.33], [-0.18, 9.98, 0.92], [-5.42, -0.99, -7.38], [2.19, 3.16, 4.70], [3.44, 1.11, -5.36], [3.99, 3.57, 2.24], [-6.58, -2.47, -5.76], [-1.16, -5.59, 2.92], [0.01, -0.04, 1.36], [-1.35, 9.08, 1.85], [-5.58, -1.77, -2.35], [-5.26, -3.02, -8.96], [0.47, -9.92, 0.89], [-1.32, 6.15, -6.05], [4.54, 3.05, 5.56], [-7.72, -3.64, -4.22], [6.15, -0.32, 2.87], [0.69, -0.88, 3.99], [0.64, -8.62, 2.04], [-5.10, -6.02, 7.62], [1.29, 5.82, -0.32], [-3.29, -6.01, 7.57], [-3.16, -7.34, 3.66], [-2.16, -5.67, 5.40], [-7.89, -5.28, -2.32], [-1.06, -2.09, -5.48], [-2.77, 5.72, -5.25], [1.08, 0.70, 6.30], [0.11, 7.45, -2.59], [-3.97, -1.06, -5.27], [5.31, -0.01, 1.30], [0.44, -2.90, -6.01], [-1.27, 3.36, 1.01], [5.85, 6.18, 1.51], [3.67, -2.05, -1.37], [-0.83, 5.06, -1.38], [-6.22, -1.36, -4.45], [1.29, -2.55, 3.81], [-2.39, 1.22, 1.38], [2.80, -4.50, 1.75], [3.43, -0.38, -0.85], [-0.34, -2.59, 1.64], [1.63, -0.51, -2.62], [3.45, 4.37, 4.78], [1.68, -0.61, 1.04], [2.65, 5.50, 2.91], [4.40, -2.65, -3.85], [3.78, -1.26, -5.89], [-1.84, -8.78, 0.98], [1.94, -3.08, -2.68], [0.86, 2.65, -0.43], [-4.06, -4.61, -4.02], [-7.53, -2.63, -2.90], [-1.85, 9.95, 0.40], [-1.19, 3.71, -5.36], [7.77, 4.97, -0.24], [1.89, -2.66, 0.99], [-4.39, -3.81, -7.68], [5.64, -1.45, -3.39], [0.77, -1.84, -0.98], [-0.19, -1.77, -3.26], [-1.46, 6.57, -4.31], [-2.01, -1.39, 0.16], [5.12, 0.86, -2.82], [5.70, 3.82, 4.49], [-3.72, -1.43, -7.54], [-1.57, 3.53, 2.71], [0.32, -3.62, 0.42], [-3.60, 5.45, 2.86], [-0.40, 2.42, -2.96], [-3.47, 1.39, 2.74], [-4.67, -3.33, -2.07], [-4.72, -6.57, 3.64], [1.16, 4.56, 2.94], [-0.66, 0.71, 6.04], [5.20, 1.30, -5.10], [-6.08, -3.51, -7.41], [-6.66, -6.17, -4.12], [5.50, 3.30, -1.93], [-4.06, -2.16, -3.23], [0.35, -1.14, -5.75], [1.78, -3.61, 6.23], [-4.14, 3.55, 2.17], [-1.42, 6.56, -1.22], [6.57, 1.80, 3.12], [-3.91, 4.46, -0.16], [0.83, 0.89, 3.94], [5.55, 7.10, 0.07], [-4.30, -4.44, 7.31], [-0.15, -3.40, -3.82], [2.92, 1.21, 4.53], [-1.58, -2.03, -1.40], [5.50, 2.31, 1.75], [3.45, -3.87, 5.64], [1.03, 5.89, -2.91], [-3.71, -2.75, -5.64], [0.78, 7.51, 0.98], [6.05, 2.20, 5.25], [-1.13, 5.77, 0.15], [-2.98, -4.07, 5.56], [2.38, 2.06, 0.15], [-1.95, 5.83, 3.45], [5.40, -1.02, -5.91], [-4.09, 1.09, 1.12], [0.77, 5.46, 5.25], [3.38, 1.39, -2.95], [-2.69, -7.04, -0.77], [1.96, 7.27, -2.33], [2.73, -2.22, 5.66], [2.36, -2.89, -4.44], [-3.85, -4.41, 3.25], [1.56, -4.30, 3.82], [2.82, 2.31, 2.65], [-1.31, -0.32, -1.17], [2.33, 6.30, 5.16], [0.08, 4.79, -4.58], [-2.44, -0.71, 2.48], [0.15, -0.81, 6.43], [-3.82, -6.73, 2.11], [-5.40, -6.32, -2.86], [0.88, 2.02, 1.17], [-6.46, -4.42, -1.62], [1.30, 8.42, -0.33], [-1.60, -3.96, 3.12], [3.16, 0.23, 2.34], [-5.33, -4.65, -5.24], [-1.08, -8.85, -0.62], [4.99, -0.99, -1.40], [2.06, -0.41, -4.39], [-2.43, 3.08, -1.03], [-2.78, 6.91, 2.26]], "orbital_gap_ev": 7.8, "charge": 2, "total_energy_ha": -5417.1950, "e_lumo_ha": -0.1209}



{"formula": "C29H74As4CdNO6PS3Si2Te", "method": "wB97M-V/def2-TZVPD", "elements": ["Te", "Cd", "As", "As", "As", "As", "S", "S", "S", "P", "Si", "Si", "O", "O", "O", "O", "O", "O", "N", "C", "C", "C", "C", "C", "C", "C", "C", "C", "C", "C", "C", "C", "C", "C", "C", "C", "C", "C", "C", "C", "C", "C", "C", "C", "C", "C", "C", "C", "H", "H", "H", "H", "H", "H", "H", "H", "H", "H", "H", "H", "H", "H", "H", "H", "H", "H", "H", "H", "H", "H", "H", "H", "H", "H", "H", "H", "H", "H", "H", "H", "H", "H", "H", "H", "H", "H", "H", "H", "H", "H", "H", "H", "H", "H", "H", "H", "H", "H", "H", "H", "H", "H", "H", "H", "H", "H", "H", "H", "H", "H", "H", "H", "H", "H", "H", "H", "H", "H", "H", "H", "H", "H"], "coordinates": [[-1.89, -4.95, -0.84], [0.29, 0.02, -0.28], [3.22, 1.46, 6.60], [-0.89, 1.17, 2.03], [2.56, 1.88, 1.62], [0.57, 1.14, -2.55], [-2.80, 0.11, -2.54], [-2.84, -1.90, -5.28], [-6.04, -1.45, -3.60], [-1.65, -2.99, 0.64], [0.08, 3.39, -2.50], [2.88, 0.93, -2.98], [2.19, -3.58, -1.44], [-0.32, -3.04, 1.59], [0.91, -2.13, -2.47], [-1.52, -1.60, 0.03], [1.58, -1.64, 0.58], [-2.79, -2.85, 1.74], [0.10, -3.83, -4.38], [1.11, -4.36, -3.42], [4.50, 0.16, 5.99], [-4.17, -3.02, 1.42], [-4.54, 0.62, -2.44], [-5.60, -0.45, -2.16], [-0.28, 0.89, 3.88], [4.21, 0.90, 1.99], [-0.20, -4.62, 3.41], [3.91, 2.43, -2.81], [3.56, -0.15, -1.61], [1.46, 0.94, 5.72], [-0.76, 3.16, 1.94], [2.04, 1.87, 3.51], [0.24, -4.31, 2.05], [3.10, 0.11, -4.67], [0.44, 4.11, -4.17], [-4.28, -2.92, -4.97], [-2.44, 0.63, -4.31], [1.45, -3.33, -2.36], [-5.06, -2.09, 2.25], [3.90, 3.15, 5.82], [-4.80, -2.81, -3.56], [-1.72, 3.30, -2.07], [-3.33, -0.16, -5.22], [3.46, 3.64, 1.73], [0.76, 4.48, -1.13], [1.27, 0.65, 4.17], [-2.87, 1.01, 2.20], [1.82, -0.77, 3.81], [0.68, 1.66, 5.90], [-3.95, -2.52, -2.95], [-5.31, -3.72, -3.25], [1.72, -2.24, -0.23], [-0.57, 3.66, 2.91], [1.35, 2.69, 3.70], [1.08, -1.49, 4.20], [-4.46, -4.03, 1.49], [4.91, 2.16, -3.04], [-6.58, 0.06, -1.80], [4.43, 0.92, 3.05], [2.73, 4.39, 1.86], [2.72, -0.87, 4.38], [3.72, 3.26, -3.46], [4.48, 3.21, 4.87], [0.89, -2.08, 1.16], [1.29, -4.25, 1.94], [0.76, -5.20, -2.89], [1.72, 4.99, -1.34], [4.56, 3.49, 6.64], [-4.43, -2.76, 0.37], [4.82, 0.25, 4.94], [-0.13, -5.15, 1.39], [-3.32, 1.68, 2.95], [-5.29, -1.13, -1.33], [-6.08, -2.39, 1.99], [-1.26, -4.68, 3.41], [4.15, 3.59, 2.55], [-0.12, -3.83, 4.14], [4.01, -0.09, 1.59], [-4.36, -0.14, -4.72], [3.93, 2.59, -1.67], [-4.85, -2.17, 3.31], [-3.41, 0.29, -6.16], [0.11, 3.48, -4.98], [-4.74, 1.12, -3.36], [2.51, 0.64, -5.41], [-0.01, 3.41, 1.21], [-2.36, 2.56, -2.60], [-0.83, -4.13, -4.16], [-0.05, 5.18, -1.14], [-0.68, 1.70, 4.50], [-1.79, 3.00, -1.03], [2.97, -1.08, -1.49], [-1.65, 3.57, 1.49], [-2.68, 1.68, -4.46], [-4.85, -1.13, 1.90], [-0.01, 5.09, -4.31], [3.92, 3.81, 0.77], [3.47, 0.39, -0.64], [-1.31, 0.48, -4.34], [1.03, 0.02, 6.22], [3.95, -0.80, 6.14], [5.48, 0.29, 6.49], [-0.84, 0.02, 4.21], [0.27, -4.08, -5.39], [3.11, 3.81, 5.85], [-5.03, -2.67, -5.71], [0.23, -2.19, -3.23], [-2.97, -0.05, 2.39], [2.08, -4.47, -3.92], [-2.21, 4.27, -2.15], [2.99, 1.99, 4.03], [-3.28, 1.32, 1.24], [2.01, -0.94, 2.78], [4.69, -0.35, -1.75], [4.15, 0.00, -4.99], [-3.87, -3.90, -5.22], [0.29, -5.49, 3.82], [4.97, 1.31, 1.34], [1.50, 4.29, -4.30], [-4.60, 1.38, -1.68], [0.72, 3.98, -0.22], [2.65, -0.92, -4.72]], "orbital_gap_ev": 7.6, "e_above_lowest_kcal_mol": 36.7, "total_energy_ha": -13149.3774, "e_lumo_ha": 0.0177}